1.
The following is a DFT calculation (ωB97M-V/def2-TZVPD) of a molecular structure, C22H23N6O3PtS4Se in a non-equilibrium geometry.

Calculated values
Energy above the lowest of the compared OMol25 structures with the same formula, charge and spin: 1.7788 eV
Molar mass: 821.77 g/mol
Total charge: +1
DFT total energy: -150196.3741 eV
Maximum force: 0.0198 hartree/bohr

XYZ file:
```
60
Properties=species:S:1:pos:R:3:lowdin_charge:R:1
Pt 2.30 -0.95 -0.42 1.315
S 3.97 -0.31 1.10 0.785
C 2.67 0.68 1.58 -1.066
N 1.61 0.48 0.84 -0.186
C 0.50 1.23 1.22 -0.296
C -0.78 1.18 0.68 -0.025
C -1.73 2.02 1.22 -0.060
C -1.42 2.89 2.26 -0.065
C -0.15 2.93 2.81 -0.069
C 0.81 2.08 2.28 -0.442
S 2.47 1.86 2.81 1.128
H -1.00 0.49 -0.12 0.108
H -2.74 2.00 0.83 0.115
H -2.19 3.55 2.66 0.114
H 0.09 3.60 3.62 0.119
N -3.88 -0.22 4.60 0.128
C -2.78 -0.81 4.05 -0.307
C -1.50 -0.30 4.32 -0.019
C -0.39 -0.88 3.74 -0.058
C -0.54 -1.98 2.90 -0.305
C -1.81 -2.50 2.63 -0.052
C -2.91 -1.92 3.21 -0.012
S 0.86 -2.63 2.10 0.646
O 0.72 -4.04 1.90 -0.244
O 2.03 -2.08 2.69 -0.321
N 0.77 -1.89 0.56 -0.187
C 0.13 -2.45 -0.50 -0.481
N -0.90 -3.28 -0.40 0.166
C -1.34 -3.78 -1.54 -0.066
C -0.75 -3.49 -2.78 -0.020
C 0.27 -2.57 -2.78 -0.083
N 0.69 -2.02 -1.64 0.027
H -3.77 0.46 5.33 0.101
H -4.77 -0.69 4.56 0.103
H -1.39 0.54 4.98 0.118
H 0.60 -0.52 3.96 0.109
H -1.90 -3.35 1.97 0.105
H -3.90 -2.33 3.01 0.117
H -2.18 -4.46 -1.48 0.127
H -1.10 -3.95 -3.69 0.114
H 0.76 -2.26 -3.69 0.122
C 0.84 3.87 -1.46 -0.124
C 0.84 3.18 -2.82 -0.377
S 0.88 1.40 -2.60 0.901
O 2.21 1.12 -1.93 -0.600
C 1.09 0.89 -4.32 -0.387
C -0.24 0.70 -5.03 -0.127
H 0.89 4.95 -1.60 0.085
H 1.70 3.55 -0.88 0.072
H -0.07 3.64 -0.90 0.067
H 1.72 3.44 -3.41 0.101
H -0.06 3.40 -3.39 0.098
H 1.66 -0.03 -4.24 0.067
H 1.72 1.63 -4.82 0.098
H -0.87 -0.01 -4.49 0.065
H -0.07 0.31 -6.03 0.085
H -0.79 1.63 -5.12 0.074
Se 5.16 -1.16 -4.10 0.740
C 4.28 -1.35 -2.64 -0.926
N 3.67 -1.50 -1.63 -0.217
```



2.
The following is a DFT calculation (ωB97M-V/def2-TZVPD) of C22H23NO7 in the gas phase.

Calculated values
Structure (SMILES): COc1ccc([C@H]2C(C(=O)c3ccco3)=C(O)C(=O)N2C[C@H]2CCCO2)cc1OC
Energy above the lowest of the compared OMol25 structures with the same formula, charge and spin: 0.8959 eV
Molar mass: 413.43 g/mol
DFT total energy: -39008.4256 eV
Maximum force: 0.0173 hartree/bohr

XYZ file:
```
53
Properties=species:S:1:pos:R:3:lowdin_charge:R:1
C -2.01 -4.96 1.40 -0.076
H -2.05 -5.64 2.26 0.093
O -1.15 -3.92 1.79 -0.068
C -0.92 -2.85 0.98 -0.193
C -0.17 -1.84 1.58 0.018
C 0.16 -0.67 0.92 -0.030
C -0.23 -0.52 -0.40 -0.171
C -0.96 -1.51 -1.02 0.034
C -1.33 -2.68 -0.35 -0.177
O -2.08 -3.66 -0.95 -0.114
C -2.66 -3.40 -2.21 -0.073
H -3.24 -2.47 -2.20 0.100
H -3.31 -4.24 -2.40 0.095
H -1.90 -3.34 -2.99 0.096
H -1.28 -1.36 -2.04 0.108
C 0.04 0.77 -1.15 -0.160
N 1.35 1.35 -0.94 0.016
C 1.27 2.56 -0.36 -0.373
O 2.17 3.34 -0.09 0.083
C -0.18 2.86 -0.16 -0.160
C -0.91 1.84 -0.65 -0.009
C -2.35 1.65 -0.84 -0.273
O -2.78 0.92 -1.72 0.114
C -3.24 2.38 0.06 -0.184
C -3.04 2.90 1.32 0.008
C -4.29 3.39 1.75 -0.041
C -5.16 3.13 0.72 -0.100
O -4.54 2.51 -0.28 0.079
H -6.21 3.33 0.61 0.126
H -4.52 3.87 2.68 0.103
H -2.12 2.92 1.87 0.116
O -0.50 4.04 0.36 0.111
H 0.34 4.51 0.51 0.129
C 2.59 0.74 -1.31 -0.051
H 2.45 0.16 -2.23 0.142
H 3.30 1.55 -1.49 0.137
C 3.16 -0.20 -0.21 -0.319
H 2.54 -1.09 -0.14 0.143
O 3.13 0.42 1.05 -0.106
C 4.29 1.23 1.18 -0.176
H 4.60 1.19 2.22 0.121
C 5.35 0.67 0.21 -0.140
H 5.64 1.43 -0.52 0.107
H 6.24 0.35 0.74 0.105
C 4.64 -0.50 -0.47 -0.119
H 4.90 -1.44 0.01 0.116
H 4.86 -0.57 -1.54 0.113
H 4.03 2.27 0.93 0.102
H -0.12 0.60 -2.23 0.171
H 0.73 0.09 1.42 0.117
H 0.13 -1.99 2.61 0.123
H -3.02 -4.60 1.19 0.096
H -1.64 -5.50 0.53 0.092
```



3.
The following is a DFT calculation (ωB97M-V/def2-TZVPD) of a molecular structure, C22H24AuN4O3S in a non-equilibrium geometry.

Calculated values
Energy above the lowest of the compared OMol25 structures with the same formula, charge and spin: 0.0000 eV
Molar mass: 621.49 g/mol
Total charge: +1
DFT total energy: -49825.2525 eV
Maximum force: 0.0870 hartree/bohr

XYZ file:
```
55
Properties=species:S:1:pos:R:3:lowdin_charge:R:1
C -0.80 -2.38 -5.47 0.064
C -1.33 -1.52 -6.37 -0.309
H -0.79 -3.45 -5.67 0.077
H -0.33 -1.97 -4.60 -0.007
C -1.41 -0.10 -6.07 -0.304
C -1.00 0.41 -4.87 0.062
H -0.66 -0.21 -4.06 -0.012
H -1.07 1.49 -4.69 0.070
C -1.81 -2.06 -7.70 -0.060
H -1.60 -3.14 -7.72 0.076
H -1.28 -1.61 -8.56 0.087
H -2.88 -1.93 -7.86 0.086
C -1.95 0.82 -7.14 -0.062
H -2.95 0.51 -7.48 0.085
H -1.31 0.84 -8.03 0.088
H -2.03 1.84 -6.76 0.075
Au 0.13 -0.10 2.43 0.852
O 0.05 -0.38 0.19 -0.075
C 0.80 0.07 -0.72 -0.344
O 1.21 1.60 1.79 -0.053
C 1.99 1.60 0.79 -0.459
O 3.04 2.37 0.81 0.105
N 1.87 0.91 -0.38 0.088
C 3.75 2.25 -0.47 -0.060
C 2.95 1.28 -1.29 -0.081
H 4.77 1.89 -0.27 0.141
H 3.77 3.24 -0.94 0.142
H 3.54 0.41 -1.58 0.143
H 2.54 1.74 -2.19 0.133
C 0.59 -0.35 -2.07 -0.057
C -0.16 -1.46 -2.29 0.114
H 1.15 0.16 -2.86 0.111
H -0.82 -1.85 -1.51 0.094
H -0.04 -2.05 -3.19 0.043
N -0.97 -0.38 6.52 0.177
C -0.17 0.74 6.76 -0.186
C 0.10 1.45 7.91 -0.009
C 0.98 2.55 7.80 -0.068
C 1.56 2.89 6.56 -0.072
C 1.27 2.16 5.40 0.000
C 0.39 1.08 5.52 -0.206
N -0.08 0.17 4.57 0.039
C -0.89 -0.70 5.20 -0.247
C -1.48 -1.74 4.43 -0.305
C -2.32 -2.78 4.74 -0.290
S -2.63 -3.71 3.30 1.055
C -1.64 -2.68 2.35 -0.395
N -1.11 -1.69 3.09 -0.122
H -1.52 -0.89 7.20 0.174
H -0.36 1.15 8.85 0.114
H 1.23 3.14 8.68 0.108
H 2.24 3.74 6.51 0.110
H 1.67 2.38 4.42 0.104
H -2.72 -2.97 5.72 0.084
H -1.46 -2.78 1.29 0.082
```



4.
The following is a DFT calculation (ωB97M-V/def2-TZVPD) of a molecular structure, C22H24Cl27FN4S in a non-equilibrium geometry.

Calculated values
Molar mass: 1352.76 g/mol
DFT total energy: -380815.5406 eV
Maximum force: 0.0945 hartree/bohr

XYZ file:
```
79
Properties=species:S:1:pos:R:3:lowdin_charge:R:1
C 1.76 8.01 0.66 0.056
C 1.12 6.97 0.79 -0.137
C 0.05 5.81 0.97 -0.201
C 0.81 4.41 1.18 -0.229
C 1.53 3.87 -0.14 -0.142
C 1.32 2.34 -0.42 -0.070
C 1.14 1.27 0.58 -0.088
F 1.13 1.60 1.96 -0.004
C 0.94 -0.24 0.27 -0.069
C 0.75 -1.31 1.40 -0.138
C -0.35 -0.92 2.50 -0.272
N -1.26 -2.08 2.81 -0.021
C 0.98 -0.65 -1.18 -0.165
N 0.82 -2.01 -1.63 0.073
C 1.22 0.41 -2.28 -0.289
N 1.29 0.07 -3.64 -0.320
S 1.52 1.58 -4.35 0.878
N 1.54 2.65 -3.06 -0.246
C 1.36 1.89 -1.89 -0.252
H 2.04 9.08 0.50 0.048
H -0.54 6.02 1.93 -0.004
H -0.66 5.82 0.09 0.120
H 0.01 3.68 1.55 0.072
H 1.62 4.47 1.98 0.055
H 1.05 4.42 -1.02 0.115
H 2.63 4.11 -0.20 0.129
H 0.45 -2.34 1.02 0.097
H 1.75 -1.47 1.93 0.124
H -0.98 -0.04 2.20 0.036
H 0.24 -0.60 3.43 0.117
H -2.20 -1.68 2.86 0.034
H -1.07 -2.44 3.76 -0.037
H 0.42 -2.62 -0.92 0.072
H 1.67 -2.39 -2.06 0.010
C -3.55 0.91 0.79 -1.493
Cl -2.63 -0.26 -0.18 0.541
Cl -4.55 0.08 1.99 0.540
Cl -2.46 2.06 1.57 0.553
H -4.21 1.46 0.12 0.018
C -2.42 6.59 4.28 -1.513
Cl -1.16 7.66 3.62 0.563
Cl -2.05 4.90 3.91 0.531
Cl -2.58 6.83 6.02 0.533
H -3.36 6.84 3.81 0.019
C -3.04 0.61 -4.32 -1.492
Cl -4.24 1.90 -4.41 0.548
Cl -1.45 1.26 -3.89 0.577
Cl -3.53 -0.62 -3.15 0.508
H -2.96 0.14 -5.30 0.021
C -7.83 0.98 -3.70 -1.559
Cl -8.87 2.41 -3.72 0.518
Cl -7.71 0.32 -2.06 0.510
Cl -8.44 -0.24 -4.81 0.520
H -6.84 1.27 -4.02 -0.058
C -1.26 -5.59 4.42 -1.516
Cl -0.98 -4.12 5.36 0.560
Cl -2.84 -5.53 3.64 0.525
Cl 0.02 -5.80 3.22 0.504
H -1.24 -6.44 5.09 0.014
C 3.57 5.32 4.71 -1.532
Cl 1.84 5.32 4.35 0.550
Cl 4.05 6.83 5.50 0.522
Cl 3.99 3.93 5.73 0.521
H 4.12 5.24 3.78 0.018
C -0.40 -9.29 1.41 -1.539
Cl -1.45 -8.29 0.40 0.518
Cl 1.17 -8.51 1.65 0.495
Cl -1.17 -9.62 2.97 0.514
H -0.24 -10.24 0.90 0.013
C 3.69 -3.80 -4.39 -1.540
Cl 2.64 -2.37 -4.40 0.579
Cl 3.81 -4.47 -2.76 0.519
Cl 3.09 -5.02 -5.52 0.486
H 4.68 -3.49 -4.71 0.007
C 6.49 -7.43 -5.93 -1.523
Cl 5.65 -6.28 -4.89 0.505
Cl 6.78 -6.72 -7.53 0.524
Cl 8.02 -7.94 -5.19 0.522
H 5.87 -8.31 -6.06 0.018
```



Please write out number 3 again, unchanged.
The following is a DFT calculation (ωB97M-V/def2-TZVPD) of a molecular structure, C22H24AuN4O3S in a non-equilibrium geometry.

Calculated values
Energy above the lowest of the compared OMol25 structures with the same formula, charge and spin: 0.0000 eV
Molar mass: 621.49 g/mol
Total charge: +1
DFT total energy: -49825.2525 eV
Maximum force: 0.0870 hartree/bohr

XYZ file:
```
55
Properties=species:S:1:pos:R:3:lowdin_charge:R:1
C -0.80 -2.38 -5.47 0.064
C -1.33 -1.52 -6.37 -0.309
H -0.79 -3.45 -5.67 0.077
H -0.33 -1.97 -4.60 -0.007
C -1.41 -0.10 -6.07 -0.304
C -1.00 0.41 -4.87 0.062
H -0.66 -0.21 -4.06 -0.012
H -1.07 1.49 -4.69 0.070
C -1.81 -2.06 -7.70 -0.060
H -1.60 -3.14 -7.72 0.076
H -1.28 -1.61 -8.56 0.087
H -2.88 -1.93 -7.86 0.086
C -1.95 0.82 -7.14 -0.062
H -2.95 0.51 -7.48 0.085
H -1.31 0.84 -8.03 0.088
H -2.03 1.84 -6.76 0.075
Au 0.13 -0.10 2.43 0.852
O 0.05 -0.38 0.19 -0.075
C 0.80 0.07 -0.72 -0.344
O 1.21 1.60 1.79 -0.053
C 1.99 1.60 0.79 -0.459
O 3.04 2.37 0.81 0.105
N 1.87 0.91 -0.38 0.088
C 3.75 2.25 -0.47 -0.060
C 2.95 1.28 -1.29 -0.081
H 4.77 1.89 -0.27 0.141
H 3.77 3.24 -0.94 0.142
H 3.54 0.41 -1.58 0.143
H 2.54 1.74 -2.19 0.133
C 0.59 -0.35 -2.07 -0.057
C -0.16 -1.46 -2.29 0.114
H 1.15 0.16 -2.86 0.111
H -0.82 -1.85 -1.51 0.094
H -0.04 -2.05 -3.19 0.043
N -0.97 -0.38 6.52 0.177
C -0.17 0.74 6.76 -0.186
C 0.10 1.45 7.91 -0.009
C 0.98 2.55 7.80 -0.068
C 1.56 2.89 6.56 -0.072
C 1.27 2.16 5.40 0.000
C 0.39 1.08 5.52 -0.206
N -0.08 0.17 4.57 0.039
C -0.89 -0.70 5.20 -0.247
C -1.48 -1.74 4.43 -0.305
C -2.32 -2.78 4.74 -0.290
S -2.63 -3.71 3.30 1.055
C -1.64 -2.68 2.35 -0.395
N -1.11 -1.69 3.09 -0.122
H -1.52 -0.89 7.20 0.174
H -0.36 1.15 8.85 0.114
H 1.23 3.14 8.68 0.108
H 2.24 3.74 6.51 0.110
H 1.67 2.38 4.42 0.104
H -2.72 -2.97 5.72 0.084
H -1.46 -2.78 1.29 0.082
```



- Which of these has the highest DFT total energy?
  C22H23NO7



- Which of these has the highest maximum force?
  C22H24Cl27FN4S



- The highest DFT total energy belongs to which entry?
  C22H23NO7